Here is 18 unconnected molecules or ions with the total composition C108H108 from the OMol25 dataset. Energies are from ωB97M-V/def2-TZVPD.

Charge ... 0
2S+1 ... 1
Energy above the lowest of the compared OMol25 structures with the same formula, charge and spin ... 0.00 kcal per mole
Kohn-Sham gap ... 9.446 eV

```
216
Properties=species:S:1:pos:R:3:lowdin_charge:R:1
C -7.101 -2.365 3.254 -0.101
C -7.481 -1.046 3.203 -0.089
C -7.155 -0.278 2.083 -0.088
C -6.365 -0.843 1.115 -0.113
C -5.981 -2.151 1.123 -0.073
C -6.329 -2.940 2.246 -0.077
H -7.362 -2.963 4.099 0.097
H -8.065 -0.612 3.992 0.100
H -7.484 0.736 1.970 0.100
H -6.218 -0.266 0.194 0.100
H -5.409 -2.537 0.332 0.075
H -6.007 -3.945 2.236 0.062
C 4.206 0.785 -2.515 -0.084
C 4.019 0.090 -3.752 -0.086
C 3.386 0.736 -4.787 -0.095
C 2.940 2.081 -4.645 -0.058
C 3.130 2.794 -3.411 -0.074
C 3.782 2.141 -2.369 -0.092
H 4.675 0.273 -1.743 0.058
H 4.416 -0.913 -3.851 0.080
H 3.280 0.370 -5.845 0.121
H 2.347 2.566 -5.395 0.082
H 2.821 3.782 -3.323 0.051
H 4.018 2.577 -1.395 0.098
C -3.753 -3.075 -2.268 -0.100
C -3.994 -4.431 -2.112 -0.107
C -2.963 -5.343 -2.155 -0.091
C -1.647 -4.862 -2.279 -0.092
C -1.407 -3.541 -2.431 -0.093
C -2.469 -2.610 -2.393 -0.081
H -4.560 -2.321 -2.279 0.102
H -4.936 -4.837 -1.743 0.104
H -3.214 -6.370 -1.946 0.096
H -0.886 -5.585 -2.149 0.088
H -0.359 -3.199 -2.351 0.102
H -2.360 -1.547 -2.290 0.082
C -3.693 -5.250 1.471 -0.081
C -2.929 -4.196 1.972 -0.056
C -1.542 -4.318 2.066 -0.070
C -0.948 -5.509 1.708 -0.098
C -1.678 -6.527 1.196 -0.106
C -3.026 -6.402 1.107 -0.108
H -4.754 -5.212 1.319 0.083
H -3.463 -3.304 2.303 0.082
H -1.024 -3.525 2.456 0.060
H 0.122 -5.613 1.844 0.091
H -1.125 -7.374 0.994 0.087
H -3.613 -7.273 0.817 0.112
C 2.955 -3.235 1.280 -0.122
C 3.765 -2.180 1.014 -0.119
C 3.963 -1.155 1.946 -0.094
C 3.373 -1.215 3.206 -0.075
C 2.498 -2.282 3.496 -0.040
C 2.283 -3.310 2.495 -0.066
H 2.825 -4.045 0.549 0.086
H 4.264 -2.188 0.026 0.107
H 4.652 -0.366 1.594 0.090
H 3.614 -0.399 3.905 0.109
H 1.986 -2.238 4.435 0.072
H 1.542 -4.092 2.662 0.066
C 3.009 -4.552 6.320 -0.123
C 2.279 -3.646 7.001 -0.091
C 0.929 -3.471 6.603 -0.109
C 0.340 -4.270 5.672 -0.091
C 1.175 -5.133 4.962 -0.124
C 2.495 -5.251 5.252 -0.109
H 4.081 -4.680 6.574 0.118
H 2.747 -3.082 7.811 0.109
H 0.336 -2.650 7.052 0.110
H -0.718 -4.216 5.527 0.091
H 0.747 -5.811 4.262 0.089
H 3.161 -5.897 4.652 0.123
C -6.290 -0.414 -3.998 -0.088
C -5.962 0.654 -3.116 -0.089
C -4.697 1.263 -3.110 -0.092
C -3.767 0.892 -4.068 -0.104
C -4.055 -0.142 -4.960 -0.065
C -5.331 -0.812 -4.943 -0.079
H -7.260 -0.929 -3.932 0.104
H -6.622 0.939 -2.356 0.066
H -4.427 2.064 -2.439 0.079
H -2.785 1.245 -4.086 0.054
H -3.403 -0.434 -5.813 0.107
H -5.572 -1.566 -5.687 0.097
C -4.496 5.922 5.386 -0.101
C -4.145 6.683 4.278 -0.129
C -2.950 6.413 3.638 -0.087
C -2.142 5.302 3.982 -0.078
C -2.489 4.645 5.131 -0.123
C -3.663 4.898 5.841 -0.075
H -5.520 6.180 5.822 0.126
H -4.681 7.568 3.924 0.111
H -2.547 7.021 2.843 0.089
H -1.303 5.035 3.383 0.092
H -1.854 3.905 5.612 0.100
H -3.916 4.357 6.682 0.078
C -7.109 5.230 1.196 -0.087
C -6.920 4.609 -0.103 -0.056
C -5.906 3.639 -0.211 -0.095
C -5.068 3.388 0.892 -0.094
C -5.175 4.110 2.089 -0.071
C -6.248 5.002 2.235 -0.109
H -7.723 6.116 1.355 0.098
H -7.545 4.906 -0.947 0.097
H -5.792 3.111 -1.126 0.057
H -4.189 2.723 0.682 0.106
H -4.465 4.017 2.886 0.076
H -6.396 5.549 3.145 0.083
C 7.382 0.956 0.301 -0.095
C 8.582 0.859 1.033 -0.104
C 9.680 1.619 0.684 -0.076
C 9.610 2.556 -0.396 -0.093
C 8.457 2.654 -1.114 -0.095
C 7.313 1.853 -0.795 -0.051
H 6.589 0.312 0.612 0.067
H 8.614 0.236 1.905 0.098
H 10.671 1.533 1.085 0.092
H 10.442 3.158 -0.694 0.093
H 8.359 3.431 -1.851 0.097
H 6.460 1.871 -1.450 0.063
C 3.186 -5.653 -4.357 -0.086
C 3.031 -4.268 -4.518 -0.096
C 2.687 -3.494 -3.454 -0.123
C 2.589 -3.990 -2.170 -0.095
C 2.642 -5.375 -1.969 -0.094
C 2.886 -6.142 -3.084 -0.123
H 3.534 -6.327 -5.143 0.107
H 3.213 -3.818 -5.515 0.117
H 2.519 -2.458 -3.571 0.079
H 2.399 -3.239 -1.368 0.099
H 2.537 -5.761 -0.962 0.097
H 2.894 -7.253 -3.064 0.111
C -1.197 -0.559 4.945 -0.068
C -2.285 -1.428 4.794 -0.087
C -3.549 -1.018 4.330 -0.091
C -3.742 0.323 4.181 -0.098
C -2.679 1.197 4.276 -0.100
C -1.415 0.786 4.639 -0.087
H -0.240 -0.934 5.138 0.067
H -2.177 -2.510 4.850 0.081
H -4.334 -1.788 4.135 0.105
H -4.681 0.701 3.714 0.111
H -2.835 2.237 3.993 0.082
H -0.590 1.528 4.654 0.085
C -0.536 -1.335 -5.261 -0.089
C -0.473 -1.807 -6.585 -0.061
C -0.432 -0.845 -7.676 -0.088
C -0.354 0.505 -7.379 -0.106
C -0.280 0.908 -6.051 -0.104
C -0.374 0.020 -4.999 -0.097
H -0.715 -2.058 -4.516 0.057
H -0.450 -2.936 -6.763 0.119
H -0.164 -1.093 -8.711 0.098
H -0.281 1.251 -8.165 0.102
H -0.231 1.944 -5.728 0.089
H -0.231 0.367 -4.017 0.069
C 0.401 6.526 0.188 -0.086
C -0.942 6.252 0.315 -0.092
C -1.412 4.931 0.316 -0.097
C -0.529 3.893 0.271 -0.079
C 0.849 4.165 0.105 -0.108
C 1.289 5.453 0.077 -0.111
H 0.828 7.523 0.228 0.104
H -1.684 7.027 0.364 0.095
H -2.434 4.713 0.385 0.073
H -0.909 2.834 0.157 0.099
H 1.387 3.236 -0.048 0.085
H 2.375 5.587 0.254 0.115
C 4.427 3.099 4.181 -0.118
C 3.358 3.015 5.049 -0.094
C 2.172 2.492 4.594 -0.102
C 1.980 2.028 3.290 -0.094
C 3.073 2.061 2.455 -0.099
C 4.310 2.660 2.901 -0.077
H 5.354 3.561 4.494 0.105
H 3.474 3.497 5.983 0.093
H 1.361 2.573 5.299 0.087
H 1.057 1.455 3.076 0.104
H 2.985 1.549 1.513 0.077
H 5.178 2.814 2.235 0.104
C 6.054 -4.292 -2.158 -0.099
C 6.438 -3.077 -2.711 -0.110
C 7.026 -2.080 -1.967 -0.084
C 7.390 -2.371 -0.622 -0.065
C 7.028 -3.632 -0.129 -0.102
C 6.346 -4.610 -0.838 -0.082
H 5.464 -4.946 -2.804 0.090
H 6.167 -2.917 -3.759 0.103
H 7.274 -1.159 -2.447 0.092
H 7.953 -1.634 -0.095 0.069
H 7.317 -3.930 0.860 0.094
H 6.061 -5.595 -0.516 0.102
C -1.180 4.268 -4.074 -0.090
C -1.627 4.651 -5.337 -0.106
C -0.777 5.358 -6.131 -0.107
C 0.504 5.731 -5.721 -0.091
C 0.892 5.355 -4.477 -0.121
C 0.069 4.657 -3.615 -0.078
H -1.943 3.811 -3.415 0.104
H -2.641 4.369 -5.614 0.109
H -1.140 5.815 -7.060 0.108
H 1.050 6.368 -6.398 0.104
H 1.839 5.773 -4.131 0.109
H 0.467 4.393 -2.684 0.067
C -1.077 0.837 -1.159 -0.148
C -1.714 0.154 -0.146 -0.092
C -0.916 -0.694 0.684 -0.075
C 0.442 -0.792 0.556 -0.068
C 1.092 -0.040 -0.457 -0.059
C 0.307 0.772 -1.282 -0.109
H -1.648 1.465 -1.864 0.099
H -2.840 0.157 -0.107 0.118
H -1.483 -1.170 1.519 0.103
H 1.135 -1.361 1.193 0.080
H 2.143 -0.169 -0.724 0.086
H 0.814 1.301 -2.063 0.082
```